Computed, not measured: C6H6LiNaO2 as an isolated structure at a distorted geometry, with the ωB97M-V functional and the def2-TZVPD basis.

Summary:
⟨S²⟩: 0.820
HOMO level (alpha / beta): -9.96 / -11.39 eV
ΔE to the lowest compared entry with this formula, charge and spin: 47.1 kcal/mol
2S+1: 2
net charge: +1

Structure (XYZ):
```
16
Properties=species:S:1:pos:R:3:forces:R:3
C -1.6203 0.7735 1.3216 0.05 -0.10 -0.34
C -0.3604 0.9394 0.8944 0.07 -0.87 -0.14
C 0.1004 1.3994 -0.4371 -0.71 -0.23 -0.35
H -1.8133 0.3138 2.2908 0.00 0.34 -0.18
H -2.4798 1.0875 0.7223 0.16 -0.03 0.21
H 0.4514 0.5761 1.5290 -0.15 0.28 -0.12
H 1.0250 1.9845 -0.4652 -0.15 -0.48 -0.24
C -0.8545 1.8546 -1.3535 1.07 0.90 1.28
O -1.5637 2.6762 -1.7772 -0.17 -0.75 -0.37
O 0.6712 -2.2073 0.4036 -0.46 -0.99 1.59
C 1.4165 -1.6289 -0.5097 0.31 1.07 -1.55
C 1.1752 -0.4616 -1.1336 -0.15 0.19 0.04
Na -1.3983 -1.6880 -0.2783 0.44 0.35 -0.05
Li 1.2224 -3.3377 1.6635 -0.03 0.30 -0.32
H 1.7273 -0.0912 -1.9969 0.01 -0.05 0.43
H 2.3007 -2.1901 -0.8738 -0.27 0.06 0.10
```
Forces are in eV/Å.

Atom charges from the Mulliken analysis, given in e for atoms 1 to 5:
1. C -1.085
2. C 0.087
3. C -0.144
4. H 0.309
5. H 0.344